Record 1
A molecular structure, C47H57GeN3O2SbY at a distorted geometry. Source: the OMol25 dataset; level of theory: ωB97M-V/def2-TZVPD.

Element x y z (Å)
Y1 -0.09436 -0.94641 -0.08883
C1 -4.41174 1.19485 1.71663
O1 -3.39980 1.23627 2.75683
C2 -2.35185 0.58059 2.30662
N1 -2.43259 0.04139 1.14755
C3 -3.76722 0.31567 0.60923
C4 -3.74681 0.98907 -0.74466
C5 -2.57197 1.36043 -1.38682
C6 -2.61207 1.98543 -2.62837
C7 -3.82966 2.26802 -3.22292
C8 -5.01011 1.92554 -2.57306
C9 -4.96798 1.28001 -1.34804
C10 -1.13355 0.58290 3.13514
C11 -1.15308 0.97408 4.46883
C12 0.05809 1.07599 5.14094
C13 1.23841 0.85189 4.44405
C14 1.15009 0.46416 3.11198
N2 -0.01013 0.29093 2.48444
C15 2.34555 0.34874 2.25671
N3 2.34888 -0.14031 1.07102
C16 3.69397 0.03053 0.51185
C17 4.45560 0.75141 1.65998
O2 3.46659 0.85889 2.71486
C18 3.71729 0.79234 -0.79488
C19 2.56797 1.18790 -1.46539
C20 2.64934 1.88727 -2.66384
C21 3.88753 2.21574 -3.18809
C22 5.04366 1.84393 -2.51234
C23 4.95876 1.12607 -1.33119
H1 -4.59238 2.21258 1.37476
H2 -5.32773 0.78514 2.13546
H3 -4.29860 -0.63426 0.50817
H4 -1.60270 1.19835 -0.89714
H5 -1.69045 2.25999 -3.12795
H6 -3.86334 2.75039 -4.19013
H7 -5.96453 2.15999 -3.02465
H8 -5.89001 1.00204 -0.85063
H9 -2.09240 1.19044 4.95850
H10 0.08034 1.35340 6.18636
H11 2.20549 0.98483 4.90869
H12 4.12752 -0.95660 0.32901
H13 4.77404 1.75444 1.38060
H14 5.31067 0.20078 2.04514
H15 1.57786 0.98112 -1.03645
H16 1.74717 2.18801 -3.18150
H17 3.95655 2.76006 -4.11984
H18 6.01435 2.11320 -2.90639
H19 5.86648 0.82756 -0.81972
Ge1 0.01000 4.05533 0.12619
C24 1.68368 4.73238 -0.54016
C25 2.80553 4.50946 0.26452
C26 4.00005 5.12326 -0.06321
C27 4.08120 5.93662 -1.18996
C28 2.97073 6.12672 -2.00569
C29 1.76411 5.53259 -1.68270
C30 -1.82529 4.64564 0.16161
C31 -2.50530 4.43647 1.36528
C32 -3.76403 4.98567 1.53346
C33 -4.34996 5.71829 0.50589
C34 -3.68115 5.89497 -0.70120
C35 -2.41302 5.37083 -0.87683
H20 0.25577 2.98611 1.24671
H21 2.73523 3.88525 1.14910
H22 4.86501 4.98397 0.57148
H23 5.01427 6.42910 -1.42972
H24 3.03786 6.75569 -2.88306
H25 0.90129 5.69370 -2.31650
H26 -2.04502 3.87523 2.17223
H27 -4.27910 4.85738 2.47671
H28 -5.32838 6.15760 0.64773
H29 -4.13874 6.46224 -1.50051
H30 -1.89628 5.52846 -1.81481
C36 -2.03466 -5.98247 -1.71387
C37 -1.87902 -4.48493 -1.57287
C38 -2.99903 -3.83754 -0.79002
C39 -1.58519 -3.78804 -2.88149
Sb1 0.04938 -4.16229 -0.27331
C40 2.22118 -4.40048 -1.29493
C41 2.26798 -3.31215 -2.33757
C42 2.20750 -5.79616 -1.86313
C43 3.20265 -4.19350 -0.17057
C44 -0.19525 -4.30581 2.04178
C45 -1.42642 -3.50927 2.42092
C46 1.06733 -3.67594 2.59816
C47 -0.32514 -5.77640 2.38385
H31 -2.93194 -6.18878 -2.30788
H32 -2.17088 -6.47881 -0.75338
H33 -1.19621 -6.43733 -2.24041
H34 -3.90919 -3.87377 -1.39860
H35 -2.80313 -2.78102 -0.56466
H36 -3.21526 -4.37619 0.13108
H37 -2.45304 -3.91387 -3.53749
H38 -0.73719 -4.23110 -3.40366
H39 -1.42635 -2.70998 -2.76167
H40 1.47960 -3.40599 -3.08425
H41 3.21915 -3.41340 -2.87230
H42 2.26033 -2.30614 -1.89972
H43 1.44696 -5.92889 -2.63247
H44 2.08536 -6.55257 -1.08897
H45 3.17654 -5.99292 -2.33696
H46 3.08149 -3.21882 0.30860
H47 4.21254 -4.22566 -0.59535
H48 3.15014 -4.98689 0.57332
H49 -1.35984 -2.45213 2.12229
H50 -1.51454 -3.53479 3.51265
H51 -2.34232 -3.94246 2.02432
H52 1.21701 -2.65293 2.22711
H53 1.95063 -4.27388 2.38128
H54 0.97355 -3.62624 3.68822
H55 -1.19128 -6.23293 1.90435
H56 -0.46897 -5.88766 3.46396
H57 0.56989 -6.33761 2.11655

Output
Spin multiplicity ... 1
Net charge ... +4
E_LUMO ... -11.45 eV
Kohn-Sham gap ... 0.242 Ha

---

Record 2
A molecular structure, C47H57NP4STi at a distorted geometry. Source: the OMol25 dataset; level of theory: ωB97M-V/def2-TZVPD.

Element x y z (Å)
Ti1 1.70251 0.84861 0.39129
C1 4.81120 3.85985 0.49395
C2 4.24754 2.48514 0.64868
C3 3.70799 2.06887 1.87490
C4 3.40864 0.72555 2.12954
C5 3.19977 0.26870 3.54112
C6 3.58344 -0.21461 1.08513
C7 4.13353 0.17857 -0.15768
C8 4.59238 -0.83783 -1.16084
C9 4.43735 1.53066 -0.35753
H1 4.15399 4.63253 0.88803
H2 5.05957 4.07556 -0.54246
H3 5.73755 3.90985 1.06937
H4 3.70185 2.76635 2.70514
H5 4.18680 0.14195 3.99248
H6 2.68421 -0.68891 3.60619
H7 2.66778 1.00883 4.13748
H8 3.54338 -1.27364 1.33242
H9 5.67334 -0.73937 -1.28627
H10 4.13753 -0.68364 -2.14186
H11 4.37849 -1.85291 -0.83284
H12 4.98967 1.81072 -1.24921
C10 -0.65470 2.65105 2.68566
P1 0.51657 2.87856 1.28891
C11 1.31235 4.42842 1.86489
C12 -0.39736 3.54481 -0.16328
C13 -1.41506 4.48199 0.00055
C14 -2.08700 4.99732 -1.09682
C15 -1.72689 4.60706 -2.37802
C16 -0.69293 3.70307 -2.55739
C17 -0.02875 3.16022 -1.46217
P2 1.42160 2.07722 -1.72413
C18 1.11393 1.05482 -3.20826
C19 2.58689 3.28714 -2.44377
H13 -1.25539 3.55162 2.83050
H14 -0.05768 2.50742 3.59220
H15 -1.31467 1.79327 2.54844
H16 0.52431 5.16499 2.03941
H17 1.99367 4.81994 1.11038
H18 1.85154 4.27826 2.80107
H19 -1.68675 4.82349 0.99057
H20 -2.88438 5.71279 -0.95556
H21 -2.24377 5.01295 -3.23497
H22 -0.39891 3.41573 -3.55733
H23 0.93126 1.69285 -4.07507
H24 0.27131 0.37847 -3.06926
H25 2.01754 0.46430 -3.39098
H26 2.07501 3.77659 -3.27457
H27 3.47066 2.78056 -2.83011
H28 2.87882 4.03524 -1.70911
C20 -4.81857 -5.39570 2.76776
S1 -4.48122 -3.68173 2.33351
C21 -3.31247 -3.90963 0.94185
C22 -2.34722 -2.73228 0.94923
C23 -1.58006 -2.58390 -0.36744
N1 -0.75605 -1.36975 -0.41848
P3 0.84314 -1.45203 0.13444
C24 0.66821 -2.11038 1.82745
C25 0.32721 -1.14760 2.78049
C26 0.11448 -1.51316 4.09840
C27 0.25527 -2.84300 4.47313
C28 0.54531 -3.80821 3.52191
C29 0.74171 -3.45060 2.19865
C30 1.71792 -2.72681 -0.82414
C31 1.50929 -2.85259 -2.19847
C32 2.20155 -3.81153 -2.91760
C33 3.11822 -4.63762 -2.28379
C34 3.37174 -4.48060 -0.92989
C35 2.69198 -3.51726 -0.20626
P4 -1.28888 0.26820 -0.75186
C36 -2.03191 0.11374 -2.42808
C37 -1.84249 -0.99403 -3.24676
C38 -2.57066 -1.12983 -4.41686
C39 -3.47698 -0.15055 -4.78908
C40 -3.61809 0.99154 -4.01184
C41 -2.90463 1.12394 -2.83650
C42 -2.95829 0.48817 0.01151
C43 -4.01106 -0.38438 -0.27110
C44 -5.26500 -0.15717 0.26052
C45 -5.50515 0.97054 1.03085
C46 -4.49487 1.89431 1.22859
C47 -3.22789 1.65271 0.72137
H29 -5.55149 -5.38008 3.56830
H30 -3.89699 -5.85753 3.11430
H31 -5.21810 -5.92213 1.90531
H32 -3.89436 -3.95477 0.02144
H33 -2.80219 -4.86008 1.07695
H34 -1.66081 -2.84788 1.78640
H35 -2.91846 -1.81870 1.11865
H36 -2.28217 -2.55855 -1.20401
H37 -0.91444 -3.44104 -0.51868
H38 0.21438 -0.09982 2.45413
H39 -0.15297 -0.77503 4.84142
H40 0.13785 -3.12132 5.50898
H41 0.61479 -4.84449 3.80954
H42 0.93910 -4.21148 1.46053
H43 0.79804 -2.21027 -2.70056
H44 2.02526 -3.93091 -3.97485
H45 3.63657 -5.40060 -2.84246
H46 4.09239 -5.11155 -0.43316
H47 2.91091 -3.39531 0.84533
H48 -1.14168 -1.76720 -2.96918
H49 -2.43886 -2.00753 -5.03060
H50 -4.07853 -0.27487 -5.67543
H51 -4.30178 1.76876 -4.31584
H52 -3.03731 2.00130 -2.21871
H53 -3.85993 -1.23018 -0.92257
H54 -6.06770 -0.84961 0.06345
H55 -6.48316 1.14311 1.44842
H56 -4.69114 2.80154 1.77890
H57 -2.45146 2.39248 0.83372

Output
Spin multiplicity ... 2
Net charge ... +3
Energy relative to the best compared isomer or geometry (same formula, charge and spin) ... 19.2 kcal/mol
E_LUMO (spin up / spin down) ... -9.37 / -9.44 eV
Kohn-Sham gap (spin up / spin down) ... 0.165 / 0.163 Ha